# 1
Entry from OMol25: a single C16H14N4O2 molecule (the ωB97M-V functional and the def2-TZVPD basis).

Spin multiplicity: 1
Charge: 0
DFT total energy in eV: -26869.82837
Lowest unoccupied orbital energy in eV: -1.277
Kohn-Sham gap in eV: 7.05

Last column: Mulliken charge in e.
Cartesian coordinates (Å):
O -0.5878 3.4434 -2.4290  -0.641
C 0.2178 2.5648 -2.1096  0.503
C 1.4534 2.3666 -3.0193  -0.119
C 1.3198 2.4799 -4.5018  -0.728
C 1.4201 1.0654 -3.8112  -0.519
N 0.0860 2.0827 -0.8149  0.196
C 0.9017 1.1955 -0.1184  -0.970
C 0.2496 -0.1384 0.3700  0.395
N 1.1613 -0.9605 1.0165  -0.085
N 1.0098 -2.1408 1.4506  -0.729
C -0.1441 -2.8639 1.6866  0.435
O 0.1428 -3.9770 2.1686  -0.580
C -1.5552 -2.3815 1.6495  0.179
C -2.6622 -3.1501 2.2127  -0.926
C -3.9550 -2.7477 2.1701  -0.569
C -4.2779 -1.5782 1.4288  -0.583
C -3.2653 -0.8160 0.8994  -0.685
C -1.9463 -1.2173 0.9890  1.231
C -1.1231 -0.2954 0.3431  0.541
C -1.9177 0.8535 -0.2787  -0.008
C -1.1991 2.2168 -0.0692  -1.123
N -3.2642 0.4093 0.2197  -0.262
H 2.3991 2.5852 -2.6535  0.613
H 2.1624 2.9030 -5.0870  0.272
H 0.3382 2.5658 -4.9352  0.246
H 2.4044 0.4857 -3.9382  0.241
H 0.5877 0.3262 -3.5634  0.196
H 1.7598 0.9480 -0.6427  0.579
H 1.2277 1.8320 0.7187  0.221
H -2.5940 -4.0425 2.6884  0.540
H -4.8299 -3.3004 2.5319  0.377
H -5.2582 -1.1993 1.3463  0.434
H -1.9194 0.6808 -1.3428  0.291
H -1.7669 3.0507 -0.4665  0.411
H -1.0277 2.4970 0.9874  0.355
H -4.1767 0.8059 -0.1371  0.271

Forces on the atoms, in the same order (eV/Å):
O 0.11 -1.24 -0.57
C -0.19 3.23 0.36
C -2.20 -1.96 0.18
C -0.50 -1.74 0.24
C 1.86 -0.95 -0.06
N -2.11 -0.21 -0.75
C 0.13 -0.94 1.90
C -1.16 0.19 0.61
N 0.12 -0.29 -0.60
N 1.26 2.38 -0.31
C -0.41 -3.10 1.81
O -1.53 1.47 -1.08
C -1.94 -0.88 0.26
C 1.61 1.89 -0.84
C -1.44 2.00 -1.95
C 0.61 0.16 0.54
C -0.08 1.26 -0.79
C 1.34 -1.90 0.74
C 3.10 2.33 -0.78
C -0.97 -2.14 0.76
C -0.44 0.54 -0.42
N -2.22 1.78 -0.20
H 1.40 0.66 1.06
H -0.66 -0.67 0.56
H -0.12 0.77 0.08
H -1.53 1.09 0.32
H 0.74 1.52 -1.01
H 1.74 -0.47 -1.21
H 0.29 -0.99 0.55
H 1.45 -2.57 1.30
H 0.82 -0.11 0.19
H -1.17 0.08 0.00
H -0.01 0.16 -0.66
H -0.07 -0.12 -0.38
H 0.25 -0.60 -0.39
H 1.92 -0.64 0.56



# 2
Entry from OMol25: a single C16H14N4O2S2 molecule (the ωB97M-V functional and the def2-TZVPD basis).

Spin multiplicity: 1
Charge: 0
DFT total energy in eV: -48543.88248
Lowest unoccupied orbital energy in eV: 0.073
Kohn-Sham gap in eV: 7.63

Last column: Mulliken charge in e.
Cartesian coordinates (Å):
O 3.3713 -0.4037 -1.5164  -0.661
S 3.4036 0.9563 -0.9925  1.293
O 3.1798 2.0093 -1.9835  -0.640
N 2.3128 1.0828 0.2779  -0.242
C 0.9678 0.7451 0.1488  0.827
C 0.2838 0.6254 -1.0897  -0.437
C -1.0584 0.1909 -1.0942  -0.780
C -1.7480 -0.1607 0.0842  0.465
C -3.1495 -0.6554 0.0773  0.545
C -3.9237 -0.7332 -1.0406  -0.715
N -5.1287 -1.2808 -0.5874  0.119
C -4.9773 -1.5389 0.7380  0.190
N -3.8352 -1.1864 1.1959  -0.578
S -6.3035 -2.1926 1.5787  -0.170
C -7.0818 -2.5499 -0.1453  -0.634
C -6.3854 -1.6443 -1.2185  -0.519
C -1.0589 -0.0131 1.2883  -0.679
C 0.2461 0.4905 1.3245  -0.613
C 4.8879 1.2220 -0.0298  -0.368
C 5.7534 0.2012 0.3549  -0.225
C 6.8618 0.5501 1.0809  -0.346
C 7.0768 1.8756 1.4403  -0.256
N 6.2198 2.8309 1.0131  -0.585
C 5.2017 2.4955 0.2167  -0.030
H 2.7460 0.7871 1.1301  0.308
H 0.7836 0.8336 -2.0258  0.420
H -1.5659 0.1353 -2.0515  0.209
H -3.6527 -0.4884 -2.0502  0.412
H -8.1596 -2.3949 -0.1159  0.411
H -6.8022 -3.5796 -0.3295  0.317
H -7.0106 -0.7686 -1.4047  0.251
H -6.2186 -2.1753 -2.1643  0.328
H -1.5248 -0.2546 2.2387  0.414
H 0.7082 0.6080 2.2989  0.324
H 5.5674 -0.8106 0.0617  0.492
H 7.5599 -0.2193 1.4147  0.352
H 7.9340 2.1819 2.0377  0.356
H 4.5190 3.2286 -0.1615  0.444

Forces on the atoms, in the same order (eV/Å):
O 0.42 1.10 0.73
S -0.79 -0.99 -1.64
O 0.39 -0.93 1.87
N 0.98 0.81 -0.97
C -1.85 -0.53 -0.40
C -0.49 -0.32 1.04
C 0.57 0.25 0.41
C 0.19 0.03 0.27
C 0.32 -0.27 0.15
C -0.64 -0.30 0.93
N 0.14 -0.17 -0.90
C 0.40 0.64 -0.81
N 2.09 0.96 -0.28
S -1.68 -0.44 -1.15
C 0.76 0.27 0.39
C -0.24 -0.15 0.97
C 0.50 0.50 0.00
C -0.29 -0.53 -0.40
C -0.43 -2.16 -1.30
C -0.56 0.20 -0.26
C 0.90 -0.51 0.67
C -1.53 0.62 -0.99
N 1.17 0.26 0.15
C 0.53 1.42 1.53
H 0.11 -0.11 0.43
H 0.00 0.03 0.04
H 0.12 -0.06 0.05
H -0.48 -0.04 -0.15
H 0.18 -0.18 0.07
H -0.35 -0.21 -0.08
H 0.17 0.11 -0.08
H -0.08 0.03 0.31
H -0.16 -0.01 -0.24
H 0.17 0.02 -0.09
H -0.17 -0.44 -0.05
H -0.16 0.20 -0.17
H -0.30 0.03 -0.07
H 0.09 0.87 0.00



# 3
Entry from OMol25: a molecular structure, C16H14N5O2Re (the ωB97M-V functional and the def2-TZVPD basis).

Spin multiplicity: 2
Charge: +3
⟨S²⟩: 1.00
DFT total energy in eV: -30463.39301
Lowest unoccupied orbital energy (spin up / spin down) in eV: -11.440 / -12.589
Kohn-Sham gap (spin up / spin down) in eV: 6.50 / 5.33

Last column: Mulliken charge in e.
Cartesian coordinates (Å):
Re -0.0542 1.4302 0.0526  0.995
O 4.2584 0.1733 -0.4024  -0.464
C 4.5662 0.2774 0.8614  0.696
C 5.9103 0.0266 1.2137  -0.771
C 6.2794 0.1088 2.5220  -0.342
C 5.3344 0.4465 3.5398  -0.680
C 4.0290 0.6974 3.2277  -0.338
C 3.5874 0.6332 1.8903  0.225
C 2.2438 0.8967 1.5676  1.301
O 1.8003 0.8865 0.3204  -0.895
N 1.3320 1.1274 2.5336  -0.859
N 0.1674 1.2953 1.9853  0.355
C -0.9238 1.1578 2.7718  -0.543
C -2.1220 0.8966 2.0239  1.006
C -3.3690 0.6298 2.5533  -0.864
C -4.4194 0.3118 1.6826  -0.142
C -4.1786 0.2610 0.3194  -0.802
C -2.9005 0.5244 -0.1543  0.172
N -1.8917 0.8625 0.6706  -0.231
H 3.3089 0.3268 -0.5666  0.393
H 6.6082 -0.2349 0.4303  0.522
H 7.3066 -0.0907 2.8001  0.449
H 5.6650 0.4997 4.5683  0.474
H 3.3169 0.9498 4.0005  0.527
H -0.8299 1.1372 3.8488  0.494
H -3.5076 0.6601 3.6258  0.470
H -5.4069 0.0950 2.0700  0.481
H -4.9601 0.0047 -0.3827  0.430
H -2.6678 0.4646 -1.2119  0.500
N -0.7216 4.0422 -1.2851  -0.226
C -0.3330 5.3138 -1.3307  0.108
C 0.6636 5.5029 -0.3765  -0.834
C 0.8048 4.2868 0.2446  -0.146
N -0.0400 3.3652 -0.3074  -0.073
H -1.4505 3.6120 -1.8392  0.232
H -0.7793 6.0094 -2.0258  0.480
H 1.1957 6.4161 -0.1704  0.413
H 1.4622 3.9984 1.0491  0.488

Forces on the atoms, in the same order (eV/Å):
Re -0.25 0.10 -0.78
O 0.30 -0.03 0.58
C -0.50 0.08 -0.35
C 0.34 -0.04 0.30
C 0.13 -0.04 -0.08
C 1.17 -0.28 -0.02
C -1.47 0.19 -1.14
C 1.74 -0.30 0.94
C -2.96 0.90 2.04
O 0.54 -0.82 -1.51
N 3.84 -0.39 -0.33
N -3.74 0.29 1.40
C 1.35 0.00 -1.00
C -0.08 0.42 0.10
C 0.10 0.03 -0.08
C 0.17 0.04 0.07
C 0.08 0.02 -0.13
C -0.20 -0.17 0.02
N -0.49 -0.50 -0.36
H -0.13 0.06 0.01
H 0.00 0.00 -0.04
H -0.02 0.01 0.02
H 0.02 0.00 0.03
H -0.01 0.01 -0.01
H 0.06 -0.13 0.01
H -0.07 -0.01 0.00
H 0.02 0.01 0.04
H -0.01 0.01 0.01
H -0.01 -0.03 0.03
N 0.19 0.01 -0.25
C 0.00 -0.03 -0.02
C -0.01 -0.07 -0.01
C -0.20 0.09 0.10
N 0.12 0.56 0.34
H 0.05 0.01 0.04
H -0.03 0.00 0.00
H 0.00 0.00 0.00
H -0.04 0.00 0.03



# 4
Entry from OMol25: a molecular structure, C16H15BF4N5Pt (the ωB97M-V functional and the def2-TZVPD basis).

Spin multiplicity: 3
Charge: +1
⟨S²⟩: 2.00
DFT total energy in eV: -39079.54024
Lowest unoccupied orbital energy (spin up / spin down) in eV: -2.966 / -4.292
Kohn-Sham gap (spin up / spin down) in eV: 9.01 / 7.75

Last column: Mulliken charge in e.
Cartesian coordinates (Å):
Pt -0.7988 -0.7934 1.6305  2.352
C -2.6012 -1.7867 -0.7775  -0.702
N -1.6314 -2.4440 0.1210  -0.545
C -0.4765 -3.0801 -0.5432  -0.830
C 0.7056 -2.1640 -0.5505  0.286
N 0.8575 -1.2162 0.3362  -0.677
C 2.0966 -0.6283 0.1095  0.743
C 2.7445 0.4020 0.7843  -0.579
C 3.9947 0.7513 0.3212  -0.745
C 4.5842 0.0988 -0.7756  -0.456
C 3.9494 -0.9285 -1.4427  -1.033
C 2.6896 -1.2793 -0.9711  0.439
N 1.7718 -2.2484 -1.3719  -0.045
C -2.4014 -0.3016 -0.7861  0.265
N -1.7953 0.3245 0.1908  -0.381
C -1.8237 1.6842 -0.1063  0.618
C -1.3143 2.7731 0.5935  -0.628
C -1.5110 4.0156 0.0291  -0.695
C -2.1909 4.1722 -1.1909  -0.444
C -2.6985 3.0950 -1.8879  -1.002
C -2.4982 1.8448 -1.3148  0.525
N -2.8498 0.5582 -1.7197  -0.031
H -3.6067 -1.9941 -0.4063  0.452
H -2.5409 -2.1908 -1.7908  0.327
H -2.1132 -3.1422 0.6720  0.303
H -0.7266 -3.4051 -1.5565  0.359
H -0.2112 -3.9709 0.0297  0.440
H 2.2950 0.8778 1.6463  0.383
H 4.5441 1.5382 0.8188  0.422
H 5.5690 0.4062 -1.0995  0.397
H 4.4129 -1.4333 -2.2791  0.411
H 1.9022 -2.9237 -2.1065  0.215
H -0.7987 2.6415 1.5362  0.501
H -1.1374 4.8943 0.5361  0.420
H -2.3215 5.1672 -1.5935  0.399
H -3.2225 3.2223 -2.8252  0.402
H -3.3646 0.3149 -2.5496  0.218
F 1.9035 -0.4630 4.0915  -0.324
B 0.5554 -0.5522 4.1505  0.539
F -0.0432 0.5198 3.3366  -0.431
F -0.0223 -0.6047 5.3637  -0.289
F 0.1235 -1.7514 3.3478  -0.579

Forces on the atoms, in the same order (eV/Å):
Pt -0.10 0.02 -0.07
C 0.00 0.02 0.03
N -0.03 -0.01 -0.02
C -0.01 -0.01 0.01
C 0.05 -0.01 -0.01
N 0.02 0.05 0.04
C 0.02 0.01 0.04
C 0.00 0.00 0.01
C 0.00 -0.01 -0.01
C 0.00 0.01 0.01
C 0.00 -0.01 -0.01
C -0.01 0.00 0.00
N 0.01 0.00 0.01
C -0.01 -0.02 0.02
N 0.02 -0.04 0.00
C -0.01 0.00 0.02
C 0.00 0.00 0.00
C 0.00 0.00 0.00
C 0.00 0.00 0.01
C 0.00 0.00 0.00
C 0.00 0.00 0.00
N 0.01 0.00 -0.01
H 0.00 0.00 0.00
H 0.01 0.01 -0.01
H 0.00 0.00 0.00
H 0.00 0.01 0.00
H 0.00 0.00 -0.01
H 0.00 -0.01 0.00
H 0.00 0.00 0.00
H 0.00 0.00 0.00
H 0.00 0.00 0.00
H 0.00 0.00 0.00
H 0.00 0.00 0.00
H 0.00 0.00 0.00
H 0.00 0.00 0.00
H 0.00 0.00 0.00
H 0.00 0.00 0.00
F 0.04 0.01 -0.01
B -0.06 -0.03 -0.01
F 0.06 0.02 -0.02
F 0.04 0.01 -0.02
F -0.02 0.00 0.03



# 5
Entry from OMol25: a molecular structure, C16H15BrN4O7W (the ωB97M-V functional and the def2-TZVPD basis).

Spin multiplicity: 1
Charge: +2
DFT total energy in eV: -108981.70751
Lowest unoccupied orbital energy (spin up / spin down) in eV: -7.314 / -7.314
Kohn-Sham gap (spin up / spin down) in eV: 7.07 / 7.07

Last column: Mulliken charge in e.
Cartesian coordinates (Å):
W -0.2213 -0.3580 -0.3277  1.163
O -0.5330 1.9028 -3.9815  -0.431
C -0.6432 1.3961 -2.7928  0.423
O 0.1368 0.5675 -2.3155  -0.563
C -1.7677 1.8205 -1.9558  0.544
C -2.7360 2.7503 -2.2663  -0.676
C -3.6986 3.0434 -1.3019  -0.436
C -3.6369 2.4066 -0.0717  -0.811
C -2.6279 1.4846 0.1478  0.870
N -1.7212 1.1825 -0.7739  -0.053
C -2.3952 0.7361 1.4314  0.149
O -3.0784 0.8519 2.3994  -0.556
O -1.3412 -0.0614 1.3098  -0.514
H 0.2341 1.5334 -4.4542  0.404
H -2.7222 3.2293 -3.2356  0.572
H -4.4771 3.7657 -1.5062  0.496
H -4.3410 2.6055 0.7252  0.571
C 3.0246 2.4925 0.5065  -1.485
C 2.1886 1.3292 0.1021  0.664
N 0.9083 1.2187 0.4155  0.196
O 0.3032 2.2568 1.0884  -0.427
C 2.6335 0.1965 -0.6660  0.408
C 3.9517 -0.0521 -1.3093  -1.506
N 1.6238 -0.6355 -0.6844  0.393
O 1.0385 -1.5732 -1.4082  -0.672
H 3.1977 2.4943 1.5862  0.383
H 2.5282 3.4272 0.2432  0.372
H 3.9966 2.4578 0.0234  0.395
H 0.8220 2.4464 1.8876  0.363
H 4.5990 -0.6340 -0.6507  0.305
H 4.4568 0.8827 -1.5401  0.440
H 3.8141 -0.6164 -2.2310  0.372
O -0.6470 -5.7133 2.8406  -0.480
C -0.4178 -4.5525 2.2559  0.916
C 0.5714 -3.6450 2.6512  -0.688
C 0.7110 -2.4656 1.9616  -0.479
N -0.0652 -2.1506 0.9140  -0.291
C -1.0043 -3.0309 0.5668  0.413
Br -2.0203 -2.3795 -0.9152  -0.037
C -1.2434 -4.2275 1.1649  -0.379
H -0.0584 -5.8863 3.5887  0.333
H 1.2213 -3.8551 3.4898  0.358
H 1.4562 -1.7346 2.2429  0.465
H -2.0201 -4.9068 0.8450  0.517

Forces on the atoms, in the same order (eV/Å):
W -0.55 -0.05 0.11
O 0.03 0.02 -0.01
C 0.00 -0.09 0.00
O -0.08 0.05 -0.06
C -0.06 0.05 0.03
C 0.09 -0.03 -0.06
C 0.00 -0.05 0.09
C -0.01 0.05 -0.07
C 0.08 -0.04 0.09
N -0.17 0.38 -0.09
C 0.03 -0.18 -0.02
O -0.02 0.08 0.01
O -0.11 0.04 0.10
H -0.02 0.02 -0.02
H -0.04 0.03 0.02
H 0.01 0.00 -0.02
H 0.00 0.00 0.00
C -0.04 -0.01 0.01
C 0.10 -0.06 -0.06
N -0.09 -0.13 -0.04
O 0.04 0.08 0.02
C 0.15 -0.14 0.14
C -0.01 -0.03 0.03
N 0.20 0.25 -0.31
O 0.30 -0.17 0.07
H 0.01 0.01 0.00
H 0.02 0.01 0.01
H 0.00 0.00 0.00
H -0.03 -0.03 -0.02
H 0.01 0.01 -0.01
H -0.01 0.01 -0.01
H 0.00 -0.01 0.01
O 0.00 -0.05 0.03
C -0.02 0.09 -0.07
C 0.01 -0.01 0.01
C 0.02 0.05 0.01
N 0.07 -0.15 0.02
C 0.03 0.05 -0.01
Br 0.09 0.03 0.05
C 0.00 -0.09 0.07
H 0.00 0.02 -0.02
H 0.00 -0.01 0.00
H 0.00 0.00 0.00
H -0.01 0.03 -0.03



# 6
Entry from OMol25: a molecular structure, C16H15Cl5GaINO5PS2 (the ωB97M-V functional and the def2-TZVPD basis).

Spin multiplicity: 2
Charge: -1
⟨S²⟩: 0.75
DFT total energy in eV: -182617.65990
Lowest unoccupied orbital energy (spin up / spin down) in eV: 1.917 / 1.903
Kohn-Sham gap (spin up / spin down) in eV: 5.44 / 7.20

Last column: Mulliken charge in e.
Cartesian coordinates (Å):
Ga -0.7008 -0.0059 -0.3076  0.802
C -0.4571 5.3104 2.9052  -1.028
C 0.8490 4.8086 2.3206  -0.368
O 1.0343 3.4249 2.6383  -0.393
P 0.8444 2.2700 1.5504  0.854
S 0.9613 0.5469 2.4934  -0.460
S -0.7526 2.6553 0.3884  -0.356
O 2.1728 2.5499 0.6617  -0.428
C 2.4590 1.7414 -0.4788  0.425
C 3.7126 0.9228 -0.2412  -1.155
H -0.5855 6.3711 2.6800  0.361
H -0.4604 5.1738 3.9873  0.277
H -1.2864 4.7498 2.4765  0.246
H 1.6992 5.3331 2.7598  0.352
H 0.8688 4.9521 1.2386  0.346
H 2.5855 2.4149 -1.3286  0.277
H 1.6174 1.0797 -0.7007  -0.466
H 4.5620 1.5768 -0.0374  0.387
H 3.9307 0.3217 -1.1272  0.321
H 3.5695 0.2610 0.6139  0.195
Cl -6.7625 -4.0416 0.8952  -0.221
C -5.2677 -3.3457 0.3870  0.392
C -4.7599 -2.2138 1.0240  -0.111
Cl -5.6485 -1.4875 2.3076  -0.214
C -3.5469 -1.6745 0.6334  0.787
Cl -2.9105 -0.2676 1.3853  -0.138
C -2.7563 -2.2467 -0.3965  -0.668
O -1.5975 -1.8092 -0.7304  -0.418
C -3.3228 -3.3705 -1.0454  0.392
Cl -2.4223 -4.0620 -2.3415  -0.200
C -4.5404 -3.9107 -0.6601  0.078
Cl -5.1653 -5.2948 -1.4739  -0.209
I 3.6377 -2.4155 -4.2131  0.054
C 2.8667 -2.3323 -2.2578  -0.596
C 3.5662 -2.9266 -1.2209  -0.081
C 3.0163 -2.8635 0.0504  -0.925
C 1.8110 -2.2036 0.2262  -0.240
N 1.1608 -1.6282 -0.7797  0.193
C 1.6651 -1.6934 -2.0087  -0.060
H 4.5117 -3.4205 -1.3971  0.387
H 3.5225 -3.3198 0.8903  0.409
H 1.3474 -2.1161 1.1996  0.450
H 1.0840 -1.2114 -2.7862  0.487
O -2.3839 0.7538 -1.6485  -0.534
C -1.5404 0.8540 -2.5570  -0.077
O -0.3291 0.5253 -2.4402  -0.511
H -1.8590 1.2640 -3.5350  0.386

Forces on the atoms, in the same order (eV/Å):
Ga -0.44 -0.31 -0.73
C 0.11 -0.11 -0.01
C -0.07 0.07 -0.05
O -0.04 0.08 0.15
P 0.13 -0.11 -0.06
S -0.09 0.12 -0.23
S 0.21 -0.36 0.18
O 0.00 0.14 0.18
C 0.07 -0.15 -0.03
C -0.08 0.07 0.05
H -0.01 0.00 0.01
H -0.02 0.01 0.00
H -0.03 0.03 0.00
H 0.03 0.00 -0.05
H 0.02 0.00 0.00
H -0.07 -0.01 -0.01
H 0.04 0.11 -0.06
H 0.02 -0.02 -0.01
H 0.03 -0.01 0.00
H -0.01 0.01 -0.01
Cl -0.08 -0.01 0.01
C 0.10 0.03 -0.02
C 0.00 -0.11 -0.12
Cl -0.04 0.06 0.08
C 0.09 -0.12 -0.21
Cl -0.13 0.13 0.35
C -0.23 0.04 0.12
O 0.24 0.32 0.09
C 0.00 0.00 0.04
Cl 0.07 -0.03 -0.05
C 0.02 0.15 0.12
Cl -0.02 -0.09 -0.06
I -0.13 0.05 0.23
C 0.25 -0.15 -0.30
C -0.13 0.07 0.10
C 0.08 -0.10 -0.06
C -0.04 0.01 -0.02
N 0.10 0.24 -0.02
C -0.08 0.03 -0.03
H 0.00 -0.01 -0.01
H -0.03 0.03 0.03
H 0.02 0.05 0.05
H 0.07 0.00 0.01
O 0.31 -0.07 0.19
C -0.30 0.23 -0.49
O 0.06 -0.26 0.55
H 0.03 -0.06 0.12